Record 1
DFT (ωB97M-V/def2-TZVPD) results for C5H5Cl in the gas phase.

Summary:
SMILES = CC#C/C=C/Cl
M = 100.55 g/mol
LUMO energy = 0.825 eV
HOMO energy = -0.3153 hartree
Strongest force on any atom = 3.8 eV/A

```
! wB97M-V def2-TZVPD RIJCOSX def2/J DEFGRID3
* xyz 0 1
C 2.52979 0.09386 0.07399
C 1.06757 -0.09576 0.05647
C -0.13786 -0.29961 0.08584
C -1.50002 -0.48006 -0.12416
C -2.43683 0.45138 -0.04593
Cl -4.02925 -0.05858 0.10275
H 2.82719 0.41639 1.09331
H 2.84054 0.86947 -0.66156
H 2.97954 -0.83543 -0.20040
H -1.82325 -1.54983 -0.14462
H -2.31741 1.48817 -0.23569
*
```


Record 2
DFT (ωB97M-V/def2-TZVPD) results for 4 unconnected molecules or ions with the total composition C34H72N5O2.

Summary:
M = 582.98 g/mol
LUMO energy = -2.844 eV
HOMO energy = -0.3476 hartree
Strongest force on any atom = 3.4 eV/A

```
! wB97M-V def2-TZVPD RIJCOSX def2/J DEFGRID3
* xyz 1 1
O 2.69029 -1.62367 0.20282
C 2.52073 -1.96276 -0.93208
O 3.06767 -1.14895 -1.91859
C 2.30903 -1.17236 -3.13197
C 0.81962 -0.59105 -2.93414
C 0.62189 0.52034 -4.03628
C 1.43804 1.79581 -3.56371
N 0.91529 2.42778 -2.31165
C -0.57716 2.40774 -2.19126
C -1.19807 2.42664 -3.64460
C -0.88906 0.98191 -4.27696
C -1.98931 -0.02442 -3.77474
C -2.08913 -1.26907 -4.73402
C -3.23080 -2.28284 -4.34420
C -4.68394 -1.69148 -4.63728
N -5.19144 -1.02134 -3.41943
C -5.24426 -1.43780 -2.09860
C -5.80883 -0.32559 -1.33625
C -6.12572 0.77029 -2.30173
C -5.71737 0.26312 -3.59811
H 1.90834 -2.87781 -1.15553
H 2.80209 -0.59962 -3.96319
H 2.20924 -2.22916 -3.52217
H 0.83135 -0.11047 -1.92120
H 0.14398 -1.47161 -3.02280
H 1.08400 0.19608 -5.01161
H 2.50707 1.50519 -3.34571
H 1.48154 2.60266 -4.34340
H 1.19418 3.42163 -2.34764
H 1.31327 2.05842 -1.43814
H -0.88741 1.43074 -1.73338
H -0.98039 3.21288 -1.52040
H -0.79762 3.26171 -4.28585
H -2.31107 2.58168 -3.61718
H -1.01035 1.08950 -5.39491
H -2.99697 0.48691 -3.81474
H -1.85209 -0.31857 -2.69558
H -2.21191 -0.93784 -5.79679
H -1.12074 -1.85020 -4.68662
H -3.12146 -2.63243 -3.28366
H -3.10685 -3.18616 -5.00807
H -4.52559 -0.86535 -5.38680
H -5.38163 -2.45272 -5.06372
H -4.91202 -2.43485 -1.72956
H -5.97584 -0.27958 -0.23966
H -6.56523 1.76684 -2.06199
H -5.81055 0.79390 -4.56694
C 3.65058 2.89573 0.01122
C 4.98580 2.80577 0.74243
N 4.85453 2.51163 2.15957
C 6.09154 2.71018 2.90824
C 7.28227 1.81209 2.56929
C 4.10577 1.30766 2.49266
C 4.59298 -0.02016 1.91222
H 2.98513 3.61736 0.49362
H 3.81555 3.22836 -1.01846
H 3.14464 1.92578 -0.03328
H 5.47918 3.77716 0.63276
H 5.62419 2.07407 0.22823
H 5.87843 2.62584 3.97800
H 6.40228 3.75140 2.76784
H 7.14892 0.80179 2.95589
H 8.18562 2.21263 3.03553
H 7.46905 1.75543 1.49554
H 3.06834 1.45449 2.17024
H 4.03540 1.21489 3.57961
H 4.84626 0.05189 0.85293
H 3.80380 -0.76483 2.00632
H 5.45820 -0.40642 2.45191
C 4.19130 -7.38505 3.50759
C 4.19886 -6.27961 2.46092
N 4.27972 -4.94066 3.02580
C 3.99749 -3.88813 2.05824
C 4.95902 -3.72684 0.87880
C 5.40680 -4.68651 3.91268
C 6.81677 -4.90317 3.35785
H 3.39523 -7.22907 4.23901
H 4.01677 -8.34897 3.02591
H 5.14277 -7.45333 4.03681
H 3.26281 -6.36305 1.89734
H 5.01013 -6.47210 1.74474
H 3.91918 -2.93185 2.58329
H 2.99408 -4.06646 1.65479
H 5.89881 -3.26641 1.18442
H 4.51507 -3.07011 0.13294
H 5.17677 -4.67665 0.38659
H 5.29220 -5.32196 4.79678
H 5.33365 -3.66818 4.30536
H 6.90973 -5.83592 2.79860
H 7.53116 -4.94809 4.18418
H 7.12988 -4.07991 2.71564
C -8.44687 1.68343 1.08418
C -7.14838 2.09593 1.76373
N -6.85364 3.51643 1.64743
C -5.49113 3.85622 2.03787
C -5.08841 3.63019 3.49641
C -7.88600 4.42646 2.12648
C -8.33605 4.29409 3.58315
H -8.45875 1.99243 0.03629
H -8.54993 0.59685 1.11152
H -9.32065 2.10561 1.58216
H -6.33978 1.53296 1.28356
H -7.17459 1.76709 2.81180
H -5.29427 4.90074 1.77498
H -4.80889 3.27606 1.40473
H -5.52035 4.38286 4.15557
H -4.00223 3.71113 3.59263
H -5.37342 2.64119 3.85823
H -8.76803 4.30356 1.48963
H -7.56911 5.45757 1.94631
H -8.50425 3.25688 3.87862
H -9.27946 4.82813 3.72341
H -7.61730 4.73932 4.27075
*
```


Record 3
DFT (ωB97M-V/def2-TZVPD) results for a molecular structure, C24H32AsF6N4OPSTi.

Summary:
M = 692.37 g/mol
LUMO energy (alpha / beta) = -7.848 / -7.845 eV
HOMO energy (alpha / beta) = -0.5212 / -0.5213 hartree
Strongest force on any atom = 3.1 eV/A

```
! wB97M-V def2-TZVPD RIJCOSX def2/J DEFGRID3
* xyz 2 1
Ti -0.12997 -0.61847 0.43176
C -3.26746 -0.45260 -3.74849
C -2.62996 0.70104 -3.45371
C -1.45154 0.70703 -2.62650
C -1.00842 -0.53964 -2.17775
C -1.63886 -1.73053 -2.52245
C -2.80981 -1.72271 -3.34199
N 0.17739 -0.58817 -1.42847
C 1.48672 -0.54384 -1.98133
C 1.82618 -0.58325 -3.36599
C 3.13965 -0.50938 -3.72429
C 4.21261 -0.47474 -2.79027
C 3.92457 -0.59987 -1.46563
C 2.51918 -0.56985 -1.04654
N 2.06157 -0.56512 0.24499
N 2.86826 -0.75853 1.22900
C 2.11871 -0.97993 2.39636
C 2.83587 -1.32707 3.58811
C 2.00889 -1.55955 4.67038
C 0.63942 -1.44231 4.62799
C 0.03912 -1.25358 3.39750
N 0.79411 -0.94914 2.31704
H -4.11209 -0.47281 -4.37275
H -3.07074 1.64551 -3.78145
H -0.98001 1.60751 -2.28199
H -1.29563 -2.71776 -2.14160
H -3.32134 -2.66783 -3.60139
H 1.03072 -0.53047 -4.03829
H 3.45363 -0.48904 -4.77660
H 5.25071 -0.44658 -3.13701
H 4.70073 -0.49559 -0.75364
H 3.94470 -1.42770 3.67285
H 2.54049 -1.90121 5.52617
H 0.01707 -1.74890 5.51611
H -1.04035 -1.05685 3.40575
C -3.57199 1.25376 0.22470
P -2.74311 -0.28749 0.84109
C -3.68351 -1.64291 0.07941
C -3.26048 -0.27830 2.58184
H -4.61658 1.09520 -0.12152
H -2.97174 1.79726 -0.55368
H -3.61647 2.02022 1.05356
H -4.60130 -1.75189 0.57003
H -3.13227 -2.58290 0.15674
H -3.92459 -1.44363 -0.97836
H -4.32216 -0.19010 2.74026
H -2.73322 0.55811 3.06726
H -2.88682 -1.10466 3.13401
C 0.90172 5.15014 1.65257
C -0.00495 3.95282 1.54097
S 0.90530 2.46592 0.98123
O -0.15120 1.37981 0.97760
C 1.26221 2.94226 -0.74120
C 2.77902 3.16094 -1.01660
H 0.25655 6.00134 1.77903
H 1.49064 5.25467 0.76750
H 1.57745 5.08344 2.55056
H -0.81290 4.06902 0.85374
H -0.51118 3.64568 2.45924
H 0.75719 3.85902 -1.01842
H 0.93962 2.09630 -1.37425
H 3.14269 4.00576 -0.49662
H 3.02402 3.27647 -2.06055
H 3.28306 2.24893 -0.57469
F -0.77663 -5.00530 1.35846
As 0.47536 -4.35894 0.32171
F 1.41672 -5.74377 0.12366
F -0.54330 -4.61733 -1.02869
F 1.39575 -3.23347 -0.57731
F -0.80164 -2.33675 0.51685
F 1.22466 -3.67775 1.74398
*
```